# C23H43N2OP3PbS

A structure of composition C23H43N2OP3PbS in a non-equilibrium geometry (the ωB97M-V functional and the def2-TZVPD basis, the OMol25 dataset).

As for the net charge: +4. As for the energy above the lowest of the compared OMol25 structures with the same formula, charge and spin: 1.046 eV. The HOMO-LUMO gap (alpha / beta) is 2.50 / 2.52 eV. The HOMO energy (alpha / beta) is -17.215 / -17.214 eV.

Each line ends with the Mulliken charge.
Atoms and positions in Å:
Pb (-1.28029, 4.22278, -4.58564)  1.182
P (0.95336, -1.57506, 0.95943)  0.939
P (2.20830, 1.09715, -2.00351)  0.642
P (-3.56123, -1.05380, 0.24731)  1.314
H (-2.85491, 3.20265, -6.36779)  0.529
C (-3.12908, 3.06877, -5.30158)  -0.437
C (-3.49697, 4.23180, -4.53157)  -0.673
H (-3.60380, 5.18937, -5.06156)  0.450
C (1.03760, -3.27816, 0.23734)  -1.111
C (2.72857, -1.36268, 1.44373)  -1.259
C (0.24651, -1.96833, 2.62452)  -1.229
C (2.69523, 2.01320, -3.52117)  -1.077
C (3.82695, 1.16162, -1.10695)  -1.194
C (2.31760, -0.61909, -2.70299)  -0.473
C (-5.28056, -0.75923, -0.25082)  -1.141
C (-3.23629, -0.40270, 1.90464)  -0.787
C (-3.18054, -2.81312, 0.17436)  -0.985
H (-3.60164, 2.10633, -5.05788)  0.408
H (-4.11052, 4.04156, -3.65552)  0.340
H (1.54589, -3.95264, 0.94173)  0.405
H (1.58368, -3.25141, -0.71947)  0.381
H (0.00988, -3.63269, 0.04957)  0.340
H (2.96829, -2.08581, 2.23594)  0.498
H (2.90940, -0.34492, 1.81797)  0.371
H (3.38903, -1.52444, 0.57899)  0.418
H (1.01382, -2.51954, 3.18839)  0.509
H (-0.67175, -2.57212, 2.55205)  0.375
H (0.00585, -1.02774, 3.14587)  0.394
H (3.65975, 1.60215, -3.85551)  0.363
H (2.80153, 3.08781, -3.29363)  0.400
H (1.95673, 1.90171, -4.32834)  0.095
H (4.61066, 0.69063, -1.71832)  0.468
H (3.74762, 0.64401, -0.13686)  0.165
H (4.07803, 2.21781, -0.93020)  0.430
H (3.27835, -0.73761, -3.22198)  0.504
H (1.50361, -0.77271, -3.41453)  -0.076
H (2.22844, -1.37662, -1.92353)  -0.080
H (-5.87191, -1.61903, 0.14304)  0.417
H (-5.34494, -0.72870, -1.35246)  0.375
H (-5.68194, 0.18861, 0.15194)  0.388
H (-4.13661, -0.65469, 2.50343)  0.428
H (-3.07129, 0.69010, 1.93528)  0.235
H (-2.33672, -0.88100, 2.34822)  0.170
H (-4.03622, -3.42157, 0.48624)  0.459
H (-2.30329, -3.06441, 0.78865)  0.134
H (-2.91640, -3.06210, -0.87113)  0.346
C (-1.46311, 0.24901, -3.53478)  0.508
C (-1.74120, -1.12133, -3.74317)  -0.612
C (-1.21012, -1.75351, -4.87178)  -0.564
C (-0.29302, -1.05164, -5.67681)  -0.458
C (-0.02759, 0.27976, -5.43246)  -0.625
C (-0.87110, 1.02058, -4.59783)  -0.506
S (-1.66416, 0.75976, -1.92463)  0.215
H (-2.69780, -0.47884, -0.76367)  -0.605
H (-2.35756, -1.63105, -3.02111)  0.434
H (-1.57868, -2.72917, -5.17720)  0.511
H (0.18849, -1.59557, -6.52425)  0.452
H (0.80710, 0.79276, -5.90336)  0.457
H (-1.47422, 1.76688, -5.15471)  0.411
N (-0.59173, 4.45427, 5.77678)  -0.346
C (0.50907, 4.04601, 5.08252)  0.377
O (1.66177, 4.22020, 5.50187)  -0.575
C (0.23886, 3.42020, 3.74419)  0.772
C (-1.01016, 3.42640, 3.10214)  -0.839
C (-1.13964, 2.76747, 1.86339)  -0.645
N (-0.12748, 2.12675, 1.27130)  -0.149
C (1.08273, 2.21109, 1.82850)  -0.160
C (1.31242, 2.83946, 3.05859)  -0.728
H (-0.43641, 4.75320, 6.73230)  0.275
H (-1.52328, 4.11142, 5.54975)  0.171
H (-1.88187, 3.93475, 3.50960)  0.354
H (-2.09783, 2.77225, 1.34004)  0.616
H (1.90842, 1.76304, 1.26613)  0.405
H (2.32381, 2.86449, 3.46014)  0.501

---

# C23H43N2OP3SeY

A structure of composition C23H43N2OP3SeY in a non-equilibrium geometry (the ωB97M-V functional and the def2-TZVPD basis, the OMol25 dataset).

As for the net charge: +3. The HOMO-LUMO gap is 5.46 eV. The HOMO energy is -16.266 eV.

Each line ends with the Mulliken charge.
Atoms and positions in Å:
Y (0.13900, -0.43766, -0.44153)  -1.019
P (1.81694, -1.56477, 1.58744)  1.099
P (2.28859, 1.17972, -1.28421)  1.468
P (-2.09495, -1.73918, 0.64017)  1.617
H (-0.04373, -0.35191, -3.39260)  0.540
C (-0.95242, -0.40192, -2.78175)  -0.856
C (-1.42464, 0.68521, -2.06319)  -0.644
H (-0.98532, 1.68631, -2.17195)  0.403
C (2.61492, -3.11133, 0.98227)  -1.352
C (3.27408, -0.64896, 2.22373)  -1.177
C (1.04078, -2.16523, 3.13499)  -1.286
C (1.92267, 2.21227, -2.74407)  -1.402
C (3.26067, 2.37246, -0.29221)  -1.333
C (3.63304, 0.08793, -1.93014)  -1.311
C (-3.67435, -1.54651, -0.26144)  -1.430
C (-2.66598, -1.50217, 2.35878)  -1.130
C (-1.82876, -3.55932, 0.54937)  -1.072
H (-1.54564, -1.31271, -2.91412)  0.698
H (-2.43018, 0.68690, -1.62729)  0.546
H (3.28869, -3.50629, 1.75958)  0.514
H (3.19401, -2.89344, 0.07221)  0.360
H (1.84275, -3.86031, 0.74631)  0.308
H (3.88406, -1.30807, 2.85607)  0.533
H (2.94941, 0.21178, 2.82751)  0.345
H (3.89395, -0.28758, 1.38873)  0.254
H (1.79004, -2.65749, 3.76824)  0.521
H (0.24012, -2.88472, 2.90952)  0.306
H (0.61305, -1.31744, 3.68981)  0.372
H (2.83379, 2.34415, -3.34397)  0.457
H (1.55309, 3.19208, -2.41883)  0.391
H (1.14418, 1.74475, -3.35751)  0.308
H (4.16319, 2.68708, -0.84069)  0.487
H (3.57160, 1.92972, 0.66288)  0.289
H (2.64033, 3.25316, -0.07175)  0.408
H (4.33468, 0.69555, -2.52014)  0.486
H (3.19741, -0.70009, -2.56008)  0.350
H (4.16124, -0.39093, -1.09437)  0.309
H (-4.27760, -2.45659, -0.12971)  0.488
H (-3.48540, -1.38862, -1.33041)  0.324
H (-4.22305, -0.67646, 0.12316)  0.367
H (-3.48880, -2.19500, 2.57483)  0.470
H (-3.01504, -0.47262, 2.49025)  0.283
H (-1.84623, -1.68414, 3.05927)  0.270
H (-2.79640, -4.06329, 0.67172)  0.499
H (-1.13750, -3.87826, 1.33887)  0.273
H (-1.38348, -3.82060, -0.42279)  0.306
C (0.49598, -3.55954, -4.07032)  0.928
C (-0.06604, -2.71771, -5.05880)  0.147
C (-0.32524, -3.21774, -6.34713)  -0.734
C (0.03111, -4.52321, -6.70239)  -0.486
C (0.68809, -5.32110, -5.75446)  -0.691
C (0.91572, -4.84142, -4.46901)  -0.828
Se (0.82287, -3.26802, -2.13625)  0.185
H (0.20450, -1.83893, -1.97457)  0.112
H (-0.30636, -1.68083, -4.84516)  0.345
H (-0.81285, -2.57901, -7.10032)  0.383
H (-0.19201, -4.91588, -7.70649)  0.399
H (1.01526, -6.32991, -6.02948)  0.390
H (1.41846, -5.48722, -3.75397)  0.284
N (-3.94960, 4.04432, 3.21121)  -0.397
C (-3.60958, 2.97794, 2.40238)  0.481
O (-4.44240, 2.21730, 1.92327)  -0.574
C (-2.14417, 2.75984, 2.21573)  0.063
C (-1.16407, 3.30298, 3.05476)  -0.468
C (0.16526, 2.93140, 2.89239)  -1.498
C (0.47761, 1.99173, 1.91354)  -0.183
N (-0.45620, 1.42033, 1.11668)  0.245
C (-1.74637, 1.83032, 1.23665)  -0.153
H (-4.93577, 4.26834, 3.25885)  0.282
H (-3.30291, 4.80231, 3.41338)  0.188
H (-1.43091, 3.99185, 3.84635)  0.411
H (0.97867, 3.33621, 3.50822)  0.470
H (1.50478, 1.67226, 1.76565)  0.495
H (-2.48089, 1.38948, 0.54311)  0.572

---

# C23H44BN3O6S

A cluster of 5 separate species, C23H44BN3O6S in total in a non-equilibrium geometry (the ωB97M-V functional and the def2-TZVPD basis, the OMol25 dataset).

The HOMO-LUMO gap is 8.01 eV. The HOMO energy is -8.348 eV.

Each line ends with the Mulliken charge.
Atoms and positions in Å:
C (-1.03349, -1.14196, -2.26769)  -1.028
C (-1.45761, 0.31584, -2.23971)  -0.959
C (-0.34622, 1.36493, -1.90327)  -1.183
C (0.98095, 0.68183, -1.64182)  1.164
C (1.33622, 0.33092, -0.34438)  1.049
C (0.38949, 0.63958, 0.78787)  -2.286
C (0.52238, 2.07433, 1.23655)  0.509
C (1.55658, 2.35258, 2.43837)  -0.810
O (-0.02111, 2.31538, 2.41359)  -0.476
C (2.58851, -0.33189, -0.09749)  1.512
C (3.02317, -0.75146, 1.28718)  -2.829
C (3.42171, -0.60844, -1.16415)  0.644
S (4.97354, -1.45668, -0.95187)  -0.229
C (3.05389, -0.26523, -2.49961)  0.151
N (3.88865, -0.60983, -3.51197)  -0.521
C (3.47331, -0.31786, -4.72143)  0.067
B (4.40004, -0.72677, -5.94252)  0.502
N (3.98591, -0.56000, -7.30198)  -0.532
O (5.66072, -1.24301, -5.68507)  -0.580
C (2.24736, 0.34236, -4.93795)  -0.728
N (1.42351, 0.70854, -3.99640)  -0.337
C (1.82740, 0.38458, -2.73362)  -0.534
H (-1.90891, -1.73936, -2.50837)  0.409
H (-0.27361, -1.34682, -3.01561)  0.328
H (-0.68030, -1.48590, -1.29959)  0.059
H (-1.89329, 0.56634, -3.20125)  0.459
H (-2.24051, 0.42395, -1.49306)  0.398
H (-0.21151, 2.02549, -2.74749)  0.500
H (-0.60531, 1.97460, -1.05526)  0.539
H (0.54153, 0.03593, 1.67139)  0.785
H (-0.65005, 0.55121, 0.48443)  -0.119
H (0.49456, 2.82749, 0.46594)  0.513
H (1.51380, 2.20453, 3.52487)  0.420
H (1.96284, 1.33038, 2.28647)  0.124
H (2.22479, -0.72642, 2.01236)  0.398
H (3.81825, -0.08350, 1.60901)  0.441
H (3.43818, -1.74917, 1.24087)  0.667
H (5.67211, -0.52901, -0.28020)  0.152
H (3.05641, -0.89310, -7.52427)  0.263
H (4.62842, -1.07064, -7.89657)  0.244
H (5.62127, -2.14967, -5.37686)  0.306
H (1.95611, 0.56211, -5.95572)  0.424
C (-2.98944, -3.28280, 1.07063)  -1.184
C (-3.30087, -1.79907, 1.03424)  0.460
O (-3.76023, -1.40713, -0.25724)  -0.479
H (-2.23112, -3.52864, 0.32566)  0.387
H (-2.62464, -3.58446, 2.05452)  0.295
H (-3.88099, -3.86673, 0.83766)  0.279
H (-2.40584, -1.21390, 1.24689)  0.010
H (-4.06343, -1.54527, 1.77689)  0.027
H (-4.55736, -1.91078, -0.44745)  0.261
C (-0.64107, 0.43826, 7.37538)  -1.118
C (0.39751, 0.98504, 6.41381)  -0.258
O (0.28516, 0.38995, 5.12223)  -0.401
H (-0.53942, -0.64337, 7.46835)  0.271
H (-0.53558, 0.88690, 8.36403)  0.355
H (-1.65006, 0.64287, 7.00981)  0.338
H (1.40209, 0.76440, 6.77078)  0.316
H (0.29643, 2.07170, 6.32215)  0.263
H (-0.59289, 0.58709, 4.78078)  0.257
C (2.67750, 5.05788, -3.10562)  -1.309
C (1.67064, 3.92388, -3.04811)  0.288
O (0.40798, 4.41316, -2.59197)  -0.531
H (2.79497, 5.50912, -2.12006)  0.316
H (3.65199, 4.70571, -3.44843)  0.367
H (2.33446, 5.84116, -3.78560)  0.354
H (1.98432, 3.13970, -2.36161)  0.044
H (1.53002, 3.46924, -4.03389)  0.220
H (0.11155, 5.09515, -3.20054)  0.290
C (-6.90303, -3.46244, 4.46571)  -1.204
C (-5.85540, -3.03705, 3.45376)  -0.088
O (-6.15837, -3.56294, 2.16027)  -0.495
H (-6.95585, -4.54978, 4.52039)  0.309
H (-6.67380, -3.07171, 5.45807)  0.346
H (-7.89132, -3.10098, 4.17248)  0.345
H (-4.87272, -3.41354, 3.73295)  0.268
H (-5.79939, -1.94492, 3.39129)  0.249
H (-7.02153, -3.22189, 1.90810)  0.276

---

Summary of DFT total energy in Eh
-2700.27130; -4549.85984; -1941.40926
(order as listed above)